No. 1
The following is a DFT calculation (ωB97M-V with the def2-TZVPD basis set) of a single CH3F2OP molecule at a distorted geometry.

Calculated values
F_max, hartree/bohr: 0.0767
Gap between HOMO and LUMO (alpha / beta), eV: 6.125 / 8.193
Net charge: 0
E_HOMO (alpha / beta), eV: -5.20 / -11.89
⟨S²⟩: 2.00
Energy relative to the best compared isomer or geometry (same formula, charge and spin), kJ/mol: 243.7
Multiplicity: 3

```
8
Properties=species:S:1:pos:R:3:lowdin_spin:R:1
C 0.054 -1.137 -0.209 0.0659
O 0.618 0.162 -0.146 0.2804
F 0.553 2.508 -0.352 0.2394
F -0.572 1.554 1.493 0.2319
P -0.470 1.332 -0.108 1.1266
H -0.999 -1.038 -0.172 0.0477
H 0.295 -1.736 0.736 0.0051
H 0.522 -1.645 -1.243 0.0031
```

=====

No. 2
The following is a DFT calculation (ωB97M-V with the def2-TZVPD basis set) of a 2-piece molecular cluster, CH3F3NS overall at a distorted geometry.

Calculated values
F_max, hartree/bohr: 0.0542
Gap between HOMO and LUMO (alpha / beta), eV: 8.252 / 8.470
Net charge: +1
E_HOMO (alpha / beta), eV: -17.71 / -17.51
Energy relative to the best compared isomer or geometry (same formula, charge and spin), kJ/mol: 384.1

```
9
Properties=species:S:1:pos:R:3:lowdin_charge:R:1
C -0.615 0.861 -0.932 -0.0886
N -0.485 0.365 0.356 -0.1564
F 1.822 -0.391 1.305 -0.1643
F -0.118 -0.949 2.413 -0.1555
F 1.136 -2.454 -0.560 -0.1231
S 0.347 -0.847 0.891 1.2207
H 0.306 0.869 -1.536 0.1192
H -0.747 1.963 -0.578 0.1842
H -1.646 0.585 -1.359 0.1638
```